No. 1
Here is a 3-piece molecular cluster, C5H17N2O3 overall at a distorted geometry from the Open Molecules 2025 dataset. Energies are from ωB97M-V/def2-TZVPD.

The value obtained for the total energy is -535.6307 Ha. Its LUMO energy is -3.012 eV. The value obtained for the energy above the lowest of the compared OMol25 structures with the same formula, charge and spin is 287.2 kJ/mol. Its total charge is +1.

Each line ends with the Mulliken charge.
Positions of all 27 atoms, in Å:
O (-2.763, 0.700, -2.529)  -0.4789
C (-2.706, 0.659, -1.295)  -0.1348
C (-1.325, 0.975, -0.557)  -0.1258
C (-0.716, -0.438, -0.097)  -0.3448
C (-0.718, -0.573, 1.390)  -0.5530
C (0.013, 0.438, 2.277)  -0.8255
N (1.209, 0.891, 1.488)  -0.1574
N (-0.269, 1.559, -1.323)  -0.5205
H (-3.520, 0.579, -0.542)  0.3390
H (-1.550, 1.563, 0.360)  0.4167
H (0.289, -0.732, -0.516)  -0.0715
H (-1.444, -1.235, -0.395)  0.5227
H (-1.836, -0.790, 1.645)  0.3373
H (-0.250, -1.614, 1.482)  0.3159
H (0.196, -0.042, 3.249)  0.3971
H (-0.719, 1.285, 2.636)  0.3357
H (1.758, 1.350, 2.172)  0.3656
H (1.884, 0.038, 1.262)  0.4252
H (-0.557, 2.590, -1.348)  0.2487
H (0.938, 1.298, 0.562)  0.3181
H (-0.146, 1.123, -2.238)  0.2341
H (1.366, -3.033, -1.563)  0.3096
H (0.910, -2.302, -2.762)  0.2533
O (0.819, -2.207, -1.864)  -0.5736
H (2.588, -1.216, -0.856)  0.2964
H (3.760, -0.427, -0.415)  0.3196
O (2.790, -0.439, -0.224)  -0.6492

=====

No. 2
Here is a 3-piece molecular cluster, C5H17N3 overall at a distorted geometry from the Open Molecules 2025 dataset. Energies are from ωB97M-V/def2-TZVPD.

The value obtained for the total energy is -364.3383 Ha. Its LUMO energy is -6.291 eV. The value obtained for the energy above the lowest of the compared OMol25 structures with the same formula, charge and spin is 49.1 kJ/mol. Its total charge is +2.

Each line ends with the Mulliken charge.
Positions of all 25 atoms, in Å:
C (2.147, 0.468, -0.824)  -0.8317
C (-1.051, 1.966, 1.616)  -0.8974
C (-0.127, -0.594, -0.458)  -1.1305
C (0.678, 0.133, -1.239)  -0.0747
C (-0.798, 0.869, 2.553)  0.8187
N (0.380, 0.503, 2.896)  -0.2645
N (-0.218, -2.196, -3.447)  -0.4481
N (-1.803, 0.434, 3.266)  -0.4145
H (1.921, 0.988, 0.079)  0.1424
H (2.743, -0.393, -0.545)  0.3303
H (2.467, 1.180, -1.627)  0.3247
H (-0.259, 1.994, 0.851)  0.1148
H (-2.032, 1.924, 1.143)  0.3716
H (-0.987, 2.935, 2.085)  0.3583
H (-0.022, -0.957, 0.516)  0.3165
H (-0.457, -3.256, -3.432)  0.4258
H (0.348, 0.533, -2.163)  0.5328
H (1.058, 0.425, 2.234)  0.1984
H (0.400, -0.096, 3.728)  0.2374
H (0.322, -2.065, -4.208)  0.3534
H (0.374, -2.032, -2.593)  0.3406
H (-1.026, -1.716, -3.475)  0.3354
H (-1.119, -0.547, -0.776)  0.3687
H (-2.834, 0.648, 3.174)  0.2846
H (-1.683, -0.384, 3.846)  0.2070

=====

No. 3
Here is C5H17N3Si3 as an isolated structure at a distorted geometry from the Open Molecules 2025 dataset. Energies are from ωB97M-V/def2-TZVPD.

The value obtained for the total energy is -1233.3887 Ha. Its LUMO energy (alpha / beta) is 0.523 / 0.523 eV. The value obtained for the energy above the lowest of the compared OMol25 structures with the same formula, charge and spin is 283.9 kJ/mol.

Each line ends with the Mulliken charge.
Positions of all 28 atoms, in Å:
C (-0.453, 2.809, 2.596)  -0.8297
C (-1.199, 3.173, 1.289)  -0.3473
C (-0.361, -3.073, 0.820)  -1.1138
C (0.572, -1.043, -4.069)  -0.3357
C (1.402, 1.029, -0.236)  -0.9865
N (-0.060, -2.022, -0.206)  0.2488
N (0.803, -1.322, -2.876)  -0.1927
N (-0.030, 0.887, -0.292)  0.6229
Si (0.088, -2.586, -1.879)  0.0465
Si (-0.869, -0.509, 0.217)  -0.0510
Si (-0.870, 2.428, -0.257)  -0.0960
H (0.509, 2.247, 2.505)  0.1972
H (-0.228, 3.812, 3.135)  0.2771
H (-1.815, 4.040, 1.400)  0.4124
H (0.543, -3.570, 0.971)  0.3651
H (-0.667, -2.798, 1.797)  0.4279
H (-1.120, -3.783, 0.367)  0.2972
H (-1.093, 2.239, 3.326)  0.2494
H (-0.165, -1.580, -4.720)  0.2138
H (1.067, -0.201, -4.468)  0.2770
H (1.896, 0.846, 0.734)  0.2658
H (1.818, 0.389, -0.935)  0.3391
H (1.540, 2.232, -0.511)  0.2680
H (1.170, -3.699, -1.854)  -0.0995
H (-1.320, -2.827, -2.543)  -0.0950
H (-2.265, -0.826, -0.216)  -0.1290
H (-1.164, -0.477, 1.701)  -0.1699
H (-1.505, 2.906, -1.540)  -0.0621

=====

No. 4
Here is a 3-piece molecular cluster, C5H17NO2 overall at a distorted geometry from the Open Molecules 2025 dataset. Energies are from ωB97M-V/def2-TZVPD.

The value obtained for the total energy is -405.9092 Ha. Its LUMO energy is 0.745 eV. The value obtained for the energy above the lowest of the compared OMol25 structures with the same formula, charge and spin is 87.3 kJ/mol. Its SMILES is CC[C@@H](C)CN.O.O.

Each line ends with the Mulliken charge.
Positions of all 25 atoms, in Å:
C (-0.972, -1.284, 1.284)  -1.2079
C (-1.066, -0.205, 0.217)  -0.6084
C (0.059, -0.354, -0.840)  0.7933
C (-0.343, 0.164, -2.207)  -1.6438
C (1.431, 0.137, -0.351)  -0.7760
N (2.494, -0.375, -1.204)  -0.4861
H (-1.739, -1.165, 2.044)  0.3679
H (-1.264, -2.187, 0.787)  0.3451
H (0.033, -1.377, 1.681)  0.3044
H (-2.014, -0.081, -0.310)  0.3398
H (-0.928, 0.808, 0.617)  0.3140
H (0.275, -1.430, -0.905)  0.0483
H (-1.384, -0.077, -2.440)  0.4462
H (-0.160, 1.236, -2.300)  0.3035
H (0.140, -0.373, -3.012)  0.3979
H (1.456, 1.234, -0.301)  0.3626
H (1.594, -0.239, 0.650)  0.3596
H (3.262, -0.874, -0.797)  0.1673
H (2.760, 0.256, -1.925)  0.1725
O (4.398, 3.269, 2.305)  -0.6340
H (4.626, 3.811, 1.550)  0.3187
H (4.326, 3.822, 3.084)  0.3161
O (-5.940, -1.754, 0.303)  -0.6345
H (-5.135, -2.269, 0.424)  0.3170
H (-5.779, -1.334, -0.549)  0.3166

=====

No. 5
Here is a 3-piece molecular cluster, C5H17NO2 overall at a distorted geometry from the Open Molecules 2025 dataset. Energies are from ωB97M-V/def2-TZVPD.

The value obtained for the total energy is -405.7938 Ha. Its LUMO energy is 0.440 eV. The value obtained for the energy above the lowest of the compared OMol25 structures with the same formula, charge and spin is 390.1 kJ/mol. Its SMILES is CNCC(C)C.O.O.

Each line ends with the Mulliken charge.
Positions of all 25 atoms, in Å:
C (1.652, -0.873, -0.371)  -0.5661
N (0.555, -1.047, -1.432)  -0.2961
C (-0.690, -0.995, -0.645)  -0.6749
C (-1.160, 0.570, -0.540)  1.0763
C (-2.794, 0.653, -0.423)  -1.4159
C (-0.737, 1.473, -1.626)  -1.5081
H (1.446, -0.041, 0.299)  -0.1310
H (1.716, -1.747, 0.383)  0.2850
H (2.671, -0.934, -0.764)  0.4290
H (0.544, -1.843, -1.982)  0.2365
H (-1.388, -1.500, -1.310)  0.4853
H (-0.671, -1.240, 0.518)  0.1440
H (-0.624, 1.050, 0.429)  -0.2831
H (-2.900, 1.614, 0.194)  0.3367
H (-3.041, 0.685, -1.445)  0.3802
H (-3.243, -0.123, 0.022)  0.4582
H (0.360, 1.416, -2.006)  0.2888
H (-1.144, 1.119, -2.601)  0.3593
H (-1.135, 2.451, -1.416)  0.4171
O (1.424, 0.806, 2.863)  -0.7189
H (1.101, 0.854, 1.998)  0.3828
H (0.561, 0.679, 3.437)  0.3314
O (2.654, -1.093, 1.807)  -0.6425
H (2.986, -0.404, 2.282)  0.2619
H (1.858, -1.529, 2.329)  0.3642

=====

No. 6
Here is a 5-piece molecular cluster, C5H17NO4 overall at a distorted geometry from the Open Molecules 2025 dataset. Energies are from ωB97M-V/def2-TZVPD.

The value obtained for the total energy is -556.2870 Ha. Its LUMO energy (alpha / beta) is 3.247 / 3.144 eV. The value obtained for the energy above the lowest of the compared OMol25 structures with the same formula, charge and spin is 307.6 kJ/mol. As for the multiplicity: 2. Its total charge is -1.

Each line ends with the Mulliken spin population.
Positions of all 27 atoms, in Å:
N (-1.973, -0.726, -2.458)  0.3724
C (-1.307, 0.353, -1.874)  0.1190
C (-0.025, 0.118, -1.557)  0.0226
C (0.791, 1.112, -1.011)  0.0217
C (0.473, 2.100, -0.194)  0.1492
C (1.572, 2.997, 0.402)  -0.0141
H (-2.821, -0.620, -2.967)  -0.1270
H (-1.473, -1.556, -2.755)  -0.1812
H (-1.873, 1.337, -1.925)  -0.0555
H (0.511, -0.788, -1.648)  0.0252
H (1.881, 0.981, -1.279)  -0.0293
H (-0.566, 2.256, -0.039)  0.0431
H (1.168, 3.345, 1.418)  0.0030
H (2.552, 2.524, 0.385)  -0.0075
H (1.588, 3.962, -0.040)  -0.0081
H (-2.213, -2.964, 1.789)  -0.0801
H (-0.764, -3.054, 2.232)  -0.0073
O (-1.393, -2.742, 1.647)  0.1853
H (0.680, 0.258, 1.355)  0.0456
H (1.911, -0.516, 0.646)  -0.0894
O (1.572, -0.155, 1.484)  0.1318
H (-0.895, 0.515, 2.481)  0.0575
H (-2.263, 0.864, 3.073)  -0.0702
O (-1.342, 0.814, 3.253)  0.1512
H (1.619, -3.449, -1.538)  -0.3499
H (0.924, -3.773, -0.255)  0.0089
O (1.668, -3.194, -0.624)  0.6829

=====

What did the second record say?
Here is a 3-piece molecular cluster, C5H17N3 overall at a distorted geometry from the Open Molecules 2025 dataset. Energies are from ωB97M-V/def2-TZVPD.

The value obtained for the total energy is -364.3383 Ha. Its LUMO energy is -6.291 eV. The value obtained for the energy above the lowest of the compared OMol25 structures with the same formula, charge and spin is 49.1 kJ/mol. Its total charge is +2.

Each line ends with the Mulliken charge.
Positions of all 25 atoms, in Å:
C (2.147, 0.468, -0.824)  -0.8317
C (-1.051, 1.966, 1.616)  -0.8974
C (-0.127, -0.594, -0.458)  -1.1305
C (0.678, 0.133, -1.239)  -0.0747
C (-0.798, 0.869, 2.553)  0.8187
N (0.380, 0.503, 2.896)  -0.2645
N (-0.218, -2.196, -3.447)  -0.4481
N (-1.803, 0.434, 3.266)  -0.4145
H (1.921, 0.988, 0.079)  0.1424
H (2.743, -0.393, -0.545)  0.3303
H (2.467, 1.180, -1.627)  0.3247
H (-0.259, 1.994, 0.851)  0.1148
H (-2.032, 1.924, 1.143)  0.3716
H (-0.987, 2.935, 2.085)  0.3583
H (-0.022, -0.957, 0.516)  0.3165
H (-0.457, -3.256, -3.432)  0.4258
H (0.348, 0.533, -2.163)  0.5328
H (1.058, 0.425, 2.234)  0.1984
H (0.400, -0.096, 3.728)  0.2374
H (0.322, -2.065, -4.208)  0.3534
H (0.374, -2.032, -2.593)  0.3406
H (-1.026, -1.716, -3.475)  0.3354
H (-1.119, -0.547, -0.776)  0.3687
H (-2.834, 0.648, 3.174)  0.2846
H (-1.683, -0.384, 3.846)  0.2070

=====

> Among the records above, which one has the lowest total energy?

C5H17N3Si3